Entry 1:
ORCA calculation (ωB97M-V/def2-TZVPD) on a structure of composition C31H37IrN3O6S.

The geometry in XYZ format:
```
79
Properties=species:S:1:pos:R:3:forces:R:3
Ir 0.207 0.734 0.474 0.141 0.122 0.061
C 5.148 0.926 1.712 -0.022 -0.004 -0.028
C 4.108 1.279 0.642 0.064 0.008 -0.033
C 4.481 2.593 -0.048 0.131 -0.065 -0.067
C 3.951 0.138 -0.347 0.000 0.064 0.042
C 4.947 -0.075 -1.296 0.020 -0.012 0.036
C 4.854 -1.096 -2.219 -0.004 -0.006 -0.008
C 3.744 -1.923 -2.206 0.003 0.048 -0.019
C 2.720 -1.753 -1.280 -0.030 -0.023 0.068
C 1.547 -2.717 -1.390 0.012 -0.029 0.039
C 1.226 -3.482 -0.102 0.021 0.036 0.006
C 0.311 -2.065 -2.016 0.061 0.011 0.002
C 2.840 -0.716 -0.339 -0.071 0.019 -0.067
N 1.800 -0.482 0.629 -0.150 -0.241 -0.167
C 2.002 -0.994 1.890 0.106 0.016 0.073
O 2.967 -1.619 2.286 -0.028 -0.004 -0.025
C 0.836 -0.721 2.810 -0.142 0.047 -0.057
C 0.701 -1.096 4.130 -0.021 -0.002 0.003
C -0.485 -0.766 4.787 -0.032 0.026 -0.048
C -1.515 -0.116 4.115 0.015 -0.039 0.102
C -1.323 0.216 2.787 0.026 -0.039 -0.032
N -0.164 -0.075 2.213 0.263 0.032 -0.170
C -2.368 0.641 1.781 -0.107 0.125 0.046
O -3.524 0.809 2.152 0.015 -0.044 -0.075
N -1.877 0.634 0.519 0.059 -0.087 0.158
C -2.817 0.360 -0.533 0.046 0.046 -0.151
C -3.073 1.326 -1.524 -0.042 0.031 0.062
C -4.017 1.077 -2.514 0.007 -0.029 0.011
C -4.716 -0.111 -2.556 0.006 0.017 0.008
C -4.440 -1.069 -1.603 -0.010 -0.035 0.003
C -3.500 -0.879 -0.591 0.014 -0.055 -0.011
C -3.366 -2.111 0.313 0.067 0.016 0.004
C -4.447 -2.162 1.396 -0.021 0.049 0.019
C -1.989 -2.433 0.885 -0.039 0.028 -0.067
C -2.360 2.656 -1.582 0.054 -0.031 -0.025
C -3.323 3.838 -1.469 -0.008 -0.029 0.028
C -1.533 2.749 -2.869 0.009 0.031 0.072
H 5.221 1.735 2.444 -0.004 -0.012 -0.009
H 6.133 0.796 1.255 -0.001 0.006 0.006
H 4.890 0.003 2.230 -0.009 -0.021 0.016
H 3.148 1.446 1.128 0.048 0.008 0.012
H 5.495 2.558 -0.451 0.076 -0.057 -0.027
H 4.425 3.412 0.670 0.034 -0.068 -0.071
H 3.783 2.819 -0.854 0.112 -0.016 0.038
H 5.812 0.575 -1.306 0.010 0.045 0.006
H 5.638 -1.247 -2.952 -0.005 0.001 0.008
H 3.658 -2.721 -2.935 0.006 -0.002 0.006
H 1.883 -3.476 -2.104 0.021 0.008 -0.011
H 0.689 -2.870 0.619 0.070 0.008 0.014
H 2.139 -3.843 0.374 0.001 -0.008 -0.010
H 0.590 -4.341 -0.332 -0.004 0.014 0.007
H -0.107 -1.287 -1.377 0.002 0.058 -0.006
H -0.469 -2.810 -2.193 -0.017 -0.002 0.018
H 0.566 -1.602 -2.971 -0.004 0.001 0.003
H 1.507 -1.629 4.614 -0.002 0.004 -0.005
H -0.613 -1.040 5.826 0.001 0.005 -0.001
H -2.464 0.111 4.581 0.002 -0.002 -0.005
H -4.202 1.840 -3.259 -0.003 -0.001 -0.006
H -5.453 -0.298 -3.328 0.008 0.005 0.007
H -4.961 -2.020 -1.642 -0.001 0.000 0.001
H -3.584 -2.939 -0.369 0.000 -0.004 -0.005
H -4.333 -1.346 2.109 0.000 -0.013 -0.020
H -4.390 -3.114 1.930 -0.001 0.003 0.010
H -5.440 -2.079 0.950 0.006 0.006 0.021
H -1.768 -1.885 1.796 -0.041 -0.011 0.011
H -1.206 -2.227 0.158 -0.074 0.010 0.091
H -1.944 -3.495 1.141 0.000 0.003 -0.037
H -1.697 2.721 -0.731 0.115 0.004 0.065
H -3.983 3.909 -2.338 -0.003 -0.001 0.001
H -2.745 4.761 -1.402 -0.011 0.018 -0.007
H -3.945 3.753 -0.575 0.010 0.006 -0.006
H -2.181 2.704 -3.749 0.015 0.012 -0.003
H -0.813 1.931 -2.929 0.011 0.002 0.008
H -0.975 3.684 -2.883 0.010 -0.001 0.000
O -0.196 2.677 0.903 -0.156 0.001 -0.046
S 0.878 3.294 -0.051 -0.209 0.161 -0.031
O 2.059 3.639 0.697 -0.344 0.024 0.049
O 1.107 2.026 -0.912 -0.092 -0.134 0.144
O 0.298 4.361 -0.817 0.012 -0.056 -0.031
```
Forces are in eV/Å.

The energy relative to the best compared isomer or geometry (same formula, charge and spin) is 10.7 kcal/mol. As for the charge: -1.

Atomic partial charges in e from the Mulliken method, atoms 1 to 5: 2.393, -1.655, 1.418, -1.892, 1.015

Entry 2:
ORCA calculation (ωB97M-V/def2-TZVPD) on a structure of composition C31H38AsCdN8O5PS2.

The geometry in XYZ format:
```
87
Properties=species:S:1:pos:R:3:forces:R:3
Cd -0.286 0.560 0.404 0.074 0.121 0.075
S 1.539 -0.004 2.025 0.025 0.071 0.105
C 3.004 0.750 1.370 0.031 0.005 -0.055
C 3.913 1.293 2.286 0.011 -0.018 -0.041
C 5.136 1.795 1.871 -0.042 -0.003 0.027
C 5.473 1.778 0.524 -0.003 -0.012 0.015
C 4.568 1.275 -0.397 -0.081 0.033 -0.024
C 3.335 0.765 0.007 -0.007 0.017 0.070
As 2.008 0.028 -1.217 0.565 -0.201 0.058
C 2.520 -1.846 -1.000 -0.075 -0.067 -0.025
C 1.547 -2.788 -0.685 0.036 0.039 -0.044
C 1.894 -4.113 -0.457 0.046 -0.015 -0.020
C 3.221 -4.508 -0.548 0.001 0.045 0.002
C 4.199 -3.573 -0.863 -0.006 -0.016 -0.008
C 3.850 -2.248 -1.084 -0.008 0.020 0.048
C 2.855 0.471 -2.917 -0.215 0.145 -0.056
C 3.275 -0.474 -3.845 0.000 -0.041 0.031
C 3.800 -0.072 -5.067 -0.004 0.066 -0.040
C 3.906 1.278 -5.373 -0.003 -0.025 0.006
C 3.474 2.229 -4.457 0.012 -0.006 0.002
C 2.942 1.827 -3.241 0.001 -0.103 -0.001
H 3.645 1.299 3.337 0.034 -0.020 -0.020
H 5.828 2.197 2.601 -0.034 -0.018 -0.017
H 6.434 2.151 0.192 -0.024 0.019 -0.001
H 4.827 1.282 -1.447 0.009 -0.023 -0.039
H 0.512 -2.484 -0.627 -0.057 -0.011 0.003
H 1.128 -4.838 -0.211 0.005 0.023 0.002
H 3.496 -5.539 -0.367 -0.009 0.005 -0.008
H 5.238 -3.875 -0.929 -0.027 0.015 0.006
H 4.621 -1.520 -1.306 0.019 0.007 0.000
H 3.197 -1.529 -3.614 0.005 -0.010 -0.009
H 4.127 -0.815 -5.785 -0.003 -0.003 0.031
H 4.321 1.589 -6.324 -0.015 -0.011 0.026
H 3.551 3.284 -4.692 -0.016 -0.029 0.011
H 2.595 2.564 -2.526 0.011 0.061 -0.010
C -2.441 3.530 3.426 -0.021 -0.064 -0.059
C -1.993 2.585 2.355 -0.245 0.033 -0.025
N -0.779 2.328 2.090 -0.180 -0.174 -0.160
O 0.165 2.972 2.844 0.248 0.066 0.129
C -3.005 1.851 1.538 0.003 0.196 0.109
C -4.461 1.943 1.863 0.033 -0.001 0.029
N -2.538 1.112 0.604 0.035 0.044 0.043
O -3.319 0.387 -0.151 -0.048 0.114 -0.231
H -1.584 3.936 3.954 -0.008 0.018 0.024
H -3.086 3.010 4.136 0.001 0.010 -0.022
H -3.018 4.348 2.989 -0.003 -0.014 0.023
H 0.916 2.356 2.757 0.110 -0.004 0.034
H -4.829 2.968 1.785 -0.002 -0.014 0.029
H -4.641 1.595 2.885 -0.022 0.031 -0.034
H -5.015 1.311 1.174 -0.014 0.015 0.004
S -1.552 -0.580 3.659 -0.074 0.014 0.053
C -2.068 -1.957 4.443 0.045 -0.107 -0.158
N -2.910 -2.841 3.811 0.010 0.072 0.167
C -3.415 -3.974 4.366 -0.014 -0.013 -0.088
C -3.085 -4.322 5.630 0.037 -0.022 0.086
C -2.192 -3.477 6.339 0.015 0.015 -0.027
C -1.693 -2.348 5.767 -0.047 -0.016 0.079
H -3.172 -2.571 2.874 -0.040 -0.026 -0.049
H -4.076 -4.560 3.743 0.024 0.058 -0.021
H -3.484 -5.222 6.073 -0.003 0.020 -0.023
H -1.904 -3.743 7.348 0.025 0.030 -0.035
H -1.001 -1.703 6.287 -0.032 0.004 0.002
C -0.460 -1.005 -3.853 -0.002 -0.083 0.001
O -0.673 -1.265 -2.471 -0.005 0.149 0.040
P -1.833 -0.620 -1.491 0.072 -0.470 -0.366
O -2.599 -2.007 -1.137 -0.127 -0.157 0.099
C -2.751 -2.429 0.215 0.104 0.146 -0.052
O -2.734 -0.096 -2.755 -0.185 0.449 0.267
C -4.153 0.080 -2.696 0.120 -0.108 0.016
H 0.308 -1.698 -4.194 0.018 -0.002 0.042
H -0.099 0.016 -4.010 -0.035 0.008 0.032
H -1.367 -1.164 -4.435 0.009 0.003 0.014
H -3.643 -3.053 0.262 -0.041 -0.034 -0.031
H -2.871 -1.571 0.881 0.002 -0.058 -0.041
H -1.886 -3.017 0.530 0.048 -0.034 -0.020
H -4.505 0.074 -3.727 0.004 -0.033 -0.025
H -4.416 1.018 -2.213 0.026 0.047 0.045
H -4.619 -0.735 -2.145 0.018 0.000 -0.009
N -2.160 3.042 -3.358 0.282 0.089 -0.238
N -1.336 3.246 -2.268 0.151 -0.059 -0.109
N -1.485 4.265 -1.455 -0.076 -0.176 0.057
C -0.489 4.049 -0.605 0.243 -0.012 0.187
N 0.226 2.958 -0.910 -0.238 0.112 -0.340
N -0.327 2.467 -2.016 -0.298 0.127 0.300
H -2.996 3.586 -3.206 -0.130 0.052 0.093
H -2.363 2.051 -3.413 -0.048 -0.232 0.087
H -0.285 4.685 0.241 -0.001 -0.071 -0.027
```
Forces are in eV/Å.

The energy relative to the best compared isomer or geometry (same formula, charge and spin) is 13.7 kcal/mol.

Atomic partial charges in e from the Mulliken method, atoms 1 to 5: 2.754, -0.417, 0.408, -0.794, -0.588

Entry 3:
ORCA calculation (ωB97M-V/def2-TZVPD) on a structure of composition C31H38BrNO3PbSbSi2 at a distorted geometry.

The geometry in XYZ format:
```
78
Properties=species:S:1:pos:R:3:forces:R:3
Pb -0.350 1.061 1.982 0.375 0.318 0.317
Br -0.053 -2.590 2.139 0.081 -0.229 -0.005
C -1.815 -2.019 1.812 -0.165 -0.313 0.054
C -2.790 -2.991 1.637 0.053 0.046 -0.071
C -4.101 -2.576 1.481 0.183 0.249 0.048
C -4.374 -1.219 1.523 0.041 0.054 -0.023
C -3.329 -0.320 1.687 -0.450 0.298 0.073
N -2.064 -0.722 1.812 0.069 -0.235 0.242
C -3.639 1.198 1.804 -0.201 -0.308 -0.052
O -4.817 1.516 1.721 -0.418 -0.118 -0.080
O -2.648 1.942 1.999 0.737 0.004 0.174
H -2.510 -4.032 1.631 0.016 -0.055 0.024
H -4.897 -3.296 1.358 -0.038 -0.080 -0.043
H -5.373 -0.820 1.448 -0.014 0.069 -0.028
C 1.248 1.371 7.017 0.009 -0.251 -0.603
Si 1.435 0.999 5.134 -0.170 0.182 0.044
C 1.916 2.693 4.379 -0.095 -0.620 0.158
C 2.876 -0.234 4.900 -0.506 0.438 0.040
C -0.126 0.352 4.294 0.732 0.331 0.145
H 2.150 1.811 7.435 0.220 0.069 -0.030
H 1.023 0.479 7.597 -0.053 -0.215 0.037
H 0.438 2.075 7.186 -0.178 0.143 -0.042
H 2.735 3.176 4.907 0.136 0.005 0.134
H 1.067 3.370 4.395 -0.216 0.128 0.035
H 2.222 2.578 3.343 0.072 -0.001 -0.212
H 3.845 0.221 5.085 0.149 0.138 0.047
H 2.872 -0.607 3.880 0.013 -0.069 -0.258
H 2.779 -1.091 5.560 -0.092 -0.153 0.158
H -1.014 0.768 4.770 -0.193 0.241 -0.010
H -0.192 -0.724 4.426 0.027 -0.261 -0.113
C 3.633 0.933 1.153 -0.331 -0.458 -0.231
Si 2.649 -0.430 0.224 1.266 -0.139 -0.424
C 3.159 -0.351 -1.626 -0.136 -0.054 0.677
C 3.295 -2.128 0.855 -0.245 0.494 -0.161
O 1.084 -0.275 0.409 -0.978 0.130 0.218
H 4.390 1.388 0.523 0.184 0.080 -0.184
H 4.128 0.541 2.036 0.097 -0.072 0.223
H 2.959 1.722 1.475 -0.122 0.159 0.009
H 4.170 -0.713 -1.789 0.283 -0.103 0.061
H 3.110 0.664 -2.005 -0.049 0.285 -0.064
H 2.491 -0.961 -2.228 -0.091 -0.072 -0.092
H 4.373 -2.135 0.994 0.224 0.043 -0.032
H 3.045 -2.914 0.147 -0.050 -0.150 -0.162
H 2.842 -2.396 1.806 -0.054 0.010 0.238
C -4.877 1.017 -4.346 -0.072 0.039 -0.094
C -4.844 -0.125 -3.561 -0.179 -0.124 -0.028
C -3.724 -0.401 -2.799 0.038 -0.170 0.077
C -2.620 0.440 -2.813 0.374 -0.032 0.420
C -2.671 1.585 -3.591 0.200 0.129 -0.037
C -3.788 1.871 -4.358 -0.121 0.116 -0.141
Sb -1.025 -0.001 -1.378 0.082 0.110 -0.700
C 0.297 1.474 -2.242 -0.289 -0.398 0.257
C 0.640 2.576 -1.478 -0.043 0.046 0.246
C 1.466 3.565 -1.984 0.079 0.181 0.034
C 1.961 3.451 -3.271 0.113 0.121 -0.015
C 1.637 2.344 -4.036 0.076 0.037 -0.211
C 0.807 1.362 -3.525 -0.048 -0.076 -0.077
C -0.305 -1.677 -2.556 -0.231 0.405 0.427
C -0.650 -1.862 -3.886 -0.116 0.076 -0.116
C -0.195 -2.970 -4.582 -0.019 -0.032 -0.176
C 0.613 -3.904 -3.953 0.025 -0.093 -0.083
C 0.957 -3.727 -2.624 0.064 -0.137 0.045
C 0.491 -2.623 -1.929 0.077 -0.096 0.051
H -5.753 1.241 -4.941 -0.042 0.018 -0.020
H -5.698 -0.789 -3.537 -0.031 -0.040 0.001
H -3.692 -1.287 -2.174 -0.148 -0.092 0.012
H -1.823 2.259 -3.594 -0.021 0.081 -0.067
H -3.815 2.769 -4.962 0.009 0.062 -0.035
H 0.270 2.652 -0.465 -0.017 0.099 0.058
H 1.729 4.420 -1.374 -0.015 0.006 0.021
H 2.602 4.224 -3.675 0.053 0.012 -0.022
H 2.043 2.246 -5.034 0.003 -0.030 -0.085
H 0.566 0.495 -4.122 0.010 -0.070 -0.117
H -1.286 -1.139 -4.383 -0.030 -0.018 -0.040
H -0.475 -3.105 -5.619 0.004 -0.009 -0.052
H 0.968 -4.768 -4.500 0.023 -0.032 -0.013
H 1.588 -4.451 -2.126 0.036 -0.037 0.037
H 0.768 -2.477 -0.896 0.039 -0.009 0.203
```
Forces are in eV/Å.

The energy relative to the best compared isomer or geometry (same formula, charge and spin) is 7.0 kcal/mol. As for the charge: -1.

Atomic partial charges in e from the Mulliken method, atoms 1 to 5: 1.293, -0.024, 0.096, -0.679, -0.454

no.,E_tot (eV)
1,-63181.684
2,-151281.135
3,-137984.342